Record 1
{
  "formula": "C5H12N2O",
  "method": "the ωB97M-V functional and the def2-TZVPD basis",
  "e_lumo_ev": 0.8,
  "total_charge": 0,
  "energy_ha": -382.390255,
  "relative_energy_kcal_mol": 70.5,
  "elements": ["H", "H", "C", "H", "C", "H", "C", "C", "N", "O", "H", "H", "C", "H", "H", "N", "H", "H", "H", "H"],
  "xyz": [[-0.947418, 2.010854, 2.584694], [0.142691, 0.948363, 2.591225], [-0.789319, 2.232346, 0.196974], [2.186163, -1.736332, -0.719739], [1.335596, -1.310135, -1.247842], [-2.205262, 0.613605, 1.004013], [-0.464658, -0.282816, 0.142733], [0.853319, 0.043334, -0.595831], [0.456620, -2.478519, -1.360481], [0.306259, 2.701619, 0.081489], [0.434889, -3.089725, -0.571321], [1.819778, -1.249751, -2.223945], [-1.184929, 0.964345, 0.897318], [0.840975, 0.737785, -1.407217], [1.528353, 0.285093, 0.232105], [-0.859072, 1.015099, 2.371115], [-0.305851, -0.949957, 0.977150], [-1.614044, 2.650494, -0.457243], [-0.344862, -2.410871, -1.949534], [-1.189228, -0.694830, -0.545664]],
  "forces_ev_per_angstrom": [[-0.60, -0.15, 0.44], [-0.15, -0.57, -0.63], [-2.07, -0.07, -2.09], [0.10, 0.31, 0.66], [0.77, -1.44, 0.06], [-0.59, 1.05, -1.05], [-0.53, 2.52, 0.16], [-0.14, -2.94, 0.91], [0.74, 0.67, -0.21], [0.39, 0.09, 0.98], [-0.51, -0.04, 0.11], [-0.40, 1.00, -0.27], [1.97, -1.98, 1.32], [-0.37, 0.94, 0.09], [0.36, 0.51, -0.76], [1.13, 0.96, -0.25], [0.19, -0.59, -0.09], [0.29, 0.05, 0.49], [-0.40, -0.13, 0.12], [-0.19, -0.20, 0.02]],
  "mulliken_charge": [0.266, 0.256, -0.173, 0.325, -0.699, 0.276, -0.850, -0.309, -0.515, -0.437, 0.208, 0.380, 0.343, 0.374, 0.205, -0.762, 0.271, 0.283, 0.200, 0.357]
}

Record 2
{
  "formula": "C4H8O4PS",
  "method": "the ωB97M-V functional and the def2-TZVPD basis",
  "e_lumo_ev": 3.7,
  "total_charge": -1,
  "energy_ha": -1197.713952,
  "relative_energy_kcal_mol": 51.5,
  "elements": ["H", "O", "H", "C", "O", "S", "C", "C", "H", "H", "H", "H", "C", "O", "H", "P", "H", "O"],
  "xyz": [[1.581714, -2.665181, -0.185625], [2.498482, -0.099563, 0.837725], [-1.435141, 0.287016, 1.875039], [-0.786038, 0.010716, -0.175827], [3.203520, 1.323650, -1.075164], [2.112973, 0.837857, -0.241485], [-1.655294, -0.344962, 1.026561], [-1.248701, 1.233092, -0.961302], [-1.263613, 1.025476, -2.004639], [-2.258798, 1.501290, -0.658300], [-0.477538, 2.120207, -1.054216], [-2.708358, -0.261289, 0.786898], [0.409039, -0.611268, -0.229518], [1.327726, -0.173084, -1.144567], [-0.081543, -2.719216, 0.654227], [1.048698, -1.947234, 0.953521], [-1.517170, -1.380528, 1.346575], [1.250045, 1.863028, 0.250092]],
  "forces_ev_per_angstrom": [[0.45, 0.35, 0.62], [1.08, 0.96, -0.06], [0.09, 0.40, 0.23], [0.39, -0.16, 1.36], [-0.67, -0.51, 0.25], [4.57, 1.15, 1.18], [-0.03, -0.61, -0.75], [1.94, 0.83, -0.38], [-0.48, -0.75, -1.13], [0.18, 0.38, 0.08], [-1.65, -1.58, 1.24], [-0.36, 0.22, -0.04], [-3.09, -1.30, 0.30], [-0.79, -0.08, -1.57], [-0.81, -0.67, 0.22], [-0.37, 0.19, -1.62], [0.12, 0.14, -0.03], [-0.56, 1.04, 0.09]],
  "mulliken_charge": [0.013, -0.724, 0.246, 1.125, -0.726, 1.267, -1.621, -1.164, 0.335, 0.348, 0.234, 0.423, 0.004, -0.417, 0.020, -0.136, 0.411, -0.637]
}

Record 3
{
  "formula": "C12H22N3O8",
  "method": "the ωB97M-V functional and the def2-TZVPD basis",
  "e_lumo_ev": 2.7,
  "total_charge": -1,
  "energy_ha": -1236.729516,
  "elements": ["C", "C", "H", "C", "C", "C", "O", "N", "C", "H", "C", "O", "C", "O", "H", "H", "H", "H", "H", "H", "H", "H", "H", "N", "O", "H", "H", "H", "C", "H", "O", "H", "H", "H", "H", "O", "O", "C", "C", "H", "H", "O", "C", "H", "N"],
  "xyz": [[-3.784045, 1.677630, -4.080439], [2.372459, 0.332175, 1.631957], [-2.923276, 2.380829, -0.801524], [-3.252717, 2.623022, -1.816574], [1.161778, -0.559503, -0.428217], [0.055320, -1.286155, 4.270439], [-0.874021, 1.331941, -2.750931], [1.125095, -0.949362, 3.337134], [5.685078, -0.126340, 3.520826], [-2.525774, 3.309005, -2.261949], [4.316665, -0.506170, 3.008611], [1.098730, 0.455950, -1.158832], [2.368059, -0.717169, 0.504864], [3.853370, -1.604215, 3.285676], [6.100075, -0.968942, 4.071453], [0.436239, -1.947895, 5.048013], [-3.844991, -2.933723, -1.308666], [-4.164879, 0.742666, -2.188418], [2.202534, 1.290951, 1.139462], [5.593787, 0.735463, 4.177989], [4.208541, 1.268501, 2.100938], [-0.542814, -1.290466, -1.858141], [6.328613, 0.111532, 2.676536], [3.708827, 0.411782, 2.258031], [0.387584, 1.092833, 2.760741], [-4.699017, 2.276623, -4.085676], [-0.749240, -1.783486, 3.727183], [2.377378, -1.721658, 0.930866], [-3.371882, 1.343317, -2.643485], [3.274408, -0.599653, -0.092667], [-0.773038, -1.352052, -2.828795], [-2.189440, -0.774015, -4.192058], [1.887826, -1.607011, 3.211358], [-3.970552, 0.761527, -4.647401], [-0.141333, 0.970635, -2.164975], [-4.294850, -1.683018, -3.157468], [-3.006362, -2.488632, -1.477698], [-2.070479, -0.804869, -3.106973], [-3.218590, -1.706811, -2.567469], [-2.990559, 2.241900, -4.580170], [-0.337658, -0.376695, 4.727762], [0.302348, -1.466013, -0.453703], [1.194438, 0.175060, 2.616462], [-4.219666, 3.129509, -1.756112], [-2.093972, 0.591003, -2.597960]],
  "forces_ev_per_angstrom": [[-0.06, -0.09, -0.08], [0.13, -0.41, -0.76], [0.02, 0.07, -0.13], [0.20, -0.10, 0.14], [-0.88, -0.01, -0.79], [0.17, 0.41, -0.54], [-1.22, 0.00, -1.13], [0.45, -0.90, 0.17], [-0.01, -0.01, -0.05], [-0.07, -0.14, 0.08], [0.39, -0.74, 0.35], [0.86, 0.72, 0.36], [-0.10, -0.22, 0.34], [-0.27, -0.24, -0.08], [-0.07, 0.10, -0.06], [0.07, 0.02, -0.09], [-0.18, -0.06, -0.05], [0.33, -0.30, -0.04], [0.00, 0.02, 0.24], [0.17, 0.13, 0.03], [-0.02, 0.07, 0.03], [-0.04, -0.08, -0.01], [0.18, 0.14, 0.04], [-0.72, 0.69, -0.13], [0.33, -0.31, -0.30], [-0.01, -0.01, -0.06], [-0.13, -0.02, 0.14], [-0.06, 0.03, -0.08], [1.34, 0.60, -0.50], [-0.01, 0.16, 0.03], [-1.87, 0.19, -0.81], [0.00, -0.54, -0.20], [-0.15, 0.09, 0.08], [-0.02, 0.09, 0.01], [-0.88, -0.46, 0.24], [1.02, -0.45, 0.93], [0.38, 0.90, -0.91], [2.80, 0.45, 0.85], [-1.17, 0.84, -0.63], [-0.05, -0.03, 0.09], [0.05, -0.06, -0.09], [0.14, -0.54, 0.68], [-0.49, 1.14, 0.59], [-0.01, -0.05, -0.06], [-0.56, -1.10, 2.20]],
  "mulliken_charge": [-1.361, -0.093, 0.368, -1.482, 0.631, -0.993, -0.455, 0.013, -1.302, 0.300, 0.769, -0.915, -0.802, -0.682, 0.330, 0.342, 0.343, 0.177, 0.382, 0.333, 0.284, 0.363, 0.343, -0.110, -0.718, 0.423, 0.296, 0.250, 0.398, 0.490, -0.552, 0.302, 0.229, 0.341, 0.558, -0.600, -0.393, 0.143, 0.338, 0.273, 0.332, -0.882, 0.348, 0.432, 0.207]
}

Record 4
{
  "formula": "C17H28ClGeSi",
  "method": "the ωB97M-V functional and the def2-TZVPD basis",
  "e_lumo_ev": -4.9,
  "total_charge": 1,
  "energy_ha": -3490.888153,
  "relative_energy_kcal_mol": 3.8,
  "elements": ["Si", "C", "C", "H", "C", "H", "H", "H", "H", "C", "H", "C", "C", "H", "C", "C", "H", "H", "Ge", "H", "C", "C", "H", "H", "H", "C", "H", "H", "H", "C", "H", "C", "Cl", "C", "H", "C", "H", "H", "C", "H", "H", "H", "H", "H", "H", "H", "H", "C"],
  "xyz": [[-1.636995, -2.699683, -0.114828], [0.734822, -0.497212, 2.355630], [-0.823981, 1.843931, -0.625189], [-4.136565, 2.363601, 0.137129], [-3.113015, -2.100206, 0.903135], [-2.054184, -3.714769, -2.270922], [0.402979, -4.059072, 0.040388], [-3.641244, -3.012597, 1.183264], [2.418699, -3.288928, 2.863710], [-3.166265, 2.162794, -0.331244], [-1.838178, 1.995156, 1.415379], [-1.814285, -2.679992, -2.001416], [2.276892, 2.763627, 1.228704], [2.969459, -0.432746, -0.249260], [0.516977, 2.447340, -0.382693], [2.124208, -1.071537, -0.552237], [3.572603, 2.497581, -1.943777], [-0.907134, -2.353384, -2.549372], [1.334654, -1.861144, 1.069181], [-0.484147, 0.850945, -0.527252], [-3.002247, 2.176407, -1.833726], [1.471385, 2.329653, -1.419935], [1.392684, -0.464332, -1.107551], [-3.259695, 3.152638, -2.304672], [1.163005, 2.036570, -2.429140], [-0.055147, -3.281477, 0.695245], [3.165964, -3.603532, 1.248256], [-3.790132, -1.486169, 0.288448], [-3.613094, 1.396142, -2.317863], [3.221000, 2.741148, 0.192624], [2.500276, -1.880447, -1.200151], [-1.483774, 1.874362, -2.042896], [4.889867, 2.865255, 0.563166], [2.827135, 2.538260, -1.131832], [-2.835364, -1.535272, 1.808765], [0.935888, 2.584387, 0.935260], [0.215635, 2.530066, 1.756936], [-2.667147, -2.044569, -2.313069], [2.796109, -2.829299, 1.937607], [3.611994, -2.126225, 2.177202], [0.475053, -0.994302, 3.304129], [-1.388222, 0.887529, -2.503094], [2.626021, 2.883861, 2.262061], [-1.050414, 2.599476, -2.714137], [1.563610, 0.205056, 2.538110], [-0.137071, 0.057038, 1.973226], [-0.331341, -3.769988, 1.656689], [-1.977276, 2.004074, 0.332019]],
  "forces_ev_per_angstrom": [[0.54, 0.47, 0.06], [-0.44, -0.28, -0.13], [-1.14, -0.01, -0.79], [0.45, -0.26, -0.05], [0.72, 0.15, -0.66], [0.10, 0.01, -0.18], [-0.12, 0.60, 0.35], [-0.17, -0.06, 0.23], [0.33, 0.05, -0.28], [1.46, 0.25, 0.99], [-0.27, 0.05, -0.35], [-0.10, 0.49, 0.68], [0.71, -0.01, 0.01], [-0.38, -0.20, -0.07], [0.66, -0.60, -0.50], [-0.52, -0.26, -0.17], [-0.39, -0.01, 0.62], [-0.39, -0.33, 0.46], [1.32, 0.65, 0.42], [0.05, -1.97, 0.27], [0.45, 0.10, -0.19], [0.22, 0.70, 0.81], [0.38, -0.11, 0.07], [-0.10, -0.63, 0.49], [0.12, 0.33, 0.37], [-1.60, -0.52, -0.66], [0.01, 0.18, 0.39], [0.29, -0.23, 0.17], [0.05, 0.38, 0.14], [-0.90, -0.12, -0.13], [-0.11, 0.36, 0.17], [-0.54, 0.01, 0.44], [0.46, 0.13, 0.12], [-0.23, -0.15, -0.38], [0.02, -0.37, -0.33], [0.14, 0.61, 0.12], [0.27, 0.17, -0.35], [0.43, -0.34, 0.25], [-0.23, -0.23, -0.02], [-0.36, -0.30, -0.11], [0.02, 0.25, -0.30], [0.16, 0.14, -0.09], [-0.19, -0.04, -0.48], [0.29, 0.21, -0.11], [-0.32, -0.29, -0.17], [0.30, -0.05, 0.27], [0.27, 0.43, -0.40], [-1.72, 0.65, -1.00]],
  "mulliken_charge": [0.353, -0.652, 1.747, 0.459, -0.945, 0.406, 0.419, 0.416, 0.375, -0.700, 0.355, -0.960, -0.880, 0.270, 0.497, -0.829, 0.368, 0.344, 0.284, -0.599, -0.645, -0.607, 0.134, 0.298, 0.330, -0.754, 0.369, 0.337, 0.283, 0.431, 0.448, -0.935, -0.213, -0.776, 0.333, -0.577, 0.497, 0.334, -1.159, 0.360, 0.475, 0.270, 0.427, 0.454, 0.242, -0.005, 0.418, -0.496]
}

Record 5
{
  "formula": "C4H8O2",
  "method": "the ωB97M-V functional and the def2-TZVPD basis",
  "e_lumo_ev": 1.0,
  "total_charge": 0,
  "energy_ha": -307.591558,
  "relative_energy_kcal_mol": 75.8,
  "elements": ["H", "H", "O", "C", "C", "H", "C", "C", "H", "H", "H", "H", "O", "H"],
  "xyz": [[-2.260990, -0.670540, 0.389798], [-0.234301, 2.220327, 0.360994], [-0.350870, 1.262821, -1.474301], [-0.104126, 1.277465, -0.191621], [-1.261069, -1.011992, 0.101815], [0.932568, 0.970163, -1.406710], [1.255712, -0.354459, 0.228274], [-0.196610, -0.052447, 0.602265], [-0.295918, 0.139025, 1.676043], [-1.223574, -1.067062, -0.990525], [1.399594, -1.147402, -0.511983], [-1.113753, -2.014478, 0.519479], [1.515644, 0.954970, -0.369963], [1.937688, -0.506394, 1.066435]],
  "forces_ev_per_angstrom": [[0.14, -0.06, -0.05], [0.03, -0.13, -0.11], [-0.06, 0.04, 0.02], [-0.09, 0.08, 0.12], [-0.05, -0.01, 0.01], [0.09, 0.01, 0.12], [0.07, -0.17, 0.07], [-0.02, -0.06, 0.02], [0.00, -0.01, -0.16], [-0.01, -0.02, 0.17], [-0.04, 0.09, 0.10], [-0.01, 0.16, -0.07], [0.06, 0.07, -0.15], [-0.11, 0.02, -0.11]],
  "mulliken_charge": [0.362, 0.366, -0.694, -0.030, -1.349, 0.458, -0.539, 0.315, 0.353, 0.304, 0.290, 0.357, -0.471, 0.276]
}

Record 6
{
  "formula": "C11H28GaN3O",
  "method": "the ωB97M-V functional and the def2-TZVPD basis",
  "e_lumo_ev": -1.7,
  "total_charge": 0,
  "energy_ha": -2600.042062,
  "relative_energy_kcal_mol": 0.0,
  "elements": ["H", "C", "N", "C", "H", "N", "C", "H", "H", "H", "H", "H", "H", "H", "H", "H", "H", "H", "Ga", "H", "C", "C", "H", "H", "H", "H", "C", "H", "O", "H", "N", "H", "H", "C", "C", "C", "H", "H", "H", "C", "H", "C", "H", "H"],
  "xyz": [[-1.782203, 5.220489, 1.877387], [3.749797, -2.565405, -1.386655], [3.696824, -4.137610, -1.266297], [0.751282, -0.307508, 0.349401], [4.919575, -4.203662, 0.436094], [-1.416497, -1.489056, 0.577289], [-3.030039, 3.751261, -0.325346], [-0.461776, -3.388952, -0.743143], [1.083260, -3.209795, 0.114285], [4.399682, -1.010156, -2.632130], [5.252990, -2.558396, -2.917072], [3.588689, -2.347650, -3.473878], [-3.981071, 3.319705, -0.653635], [4.781245, -5.755220, -0.434504], [-4.558441, 0.343941, 2.613333], [-1.869192, 1.240111, -0.595705], [-2.168616, 6.801244, 1.183739], [-1.164310, 0.556917, 2.651554], [-2.247821, 0.017668, 1.553527], [-2.973721, 2.824666, 1.601400], [4.296968, -2.090933, -2.681670], [4.886261, -4.679671, -0.540045], [-3.582758, 5.825904, -0.540307], [-4.088377, 5.106229, 0.971813], [1.532309, -0.298048, -0.414714], [1.230185, -0.350030, 1.334157], [-0.234499, -1.466263, 0.177799], [-1.136839, 5.664734, 0.313423], [3.269527, -2.022708, -0.471156], [-2.392828, 3.811675, -1.219392], [-2.502376, 1.373306, 0.185733], [-4.564758, -1.148802, 1.663593], [-1.387446, 3.052854, 0.907091], [-3.255558, 5.150456, 0.259180], [-3.971816, -0.545227, 2.357811], [-2.026912, 5.741699, 0.948690], [5.781176, -4.441602, -1.108612], [-3.833458, -1.137733, 3.268086], [0.847413, -2.433482, -1.481849], [-2.418269, 2.741502, 0.653817], [0.211325, 0.640297, 0.324063], [0.353511, -2.695660, -0.533504], [2.837466, -4.310483, -0.730351], [3.580099, -4.590604, -2.173299]],
  "forces_ev_per_angstrom": [[-0.11, 0.01, -0.06], [-0.44, -0.53, -0.22], [-0.11, -0.04, -0.05], [-0.12, 0.11, 0.09], [0.02, -0.02, 0.00], [0.06, -0.14, -0.08], [0.04, -0.12, 0.05], [0.04, 0.04, 0.04], [-0.01, 0.08, 0.02], [0.03, -0.02, -0.04], [0.02, -0.01, 0.05], [-0.03, 0.01, 0.02], [0.03, 0.11, -0.03], [0.00, 0.00, 0.01], [-0.01, -0.08, 0.04], [-0.04, 0.04, -0.05], [-0.03, -0.09, 0.02], [-0.03, -0.05, -0.03], [0.21, 0.15, 0.01], [0.01, -0.06, -0.08], [0.03, 0.14, 0.05], [-0.06, 0.07, 0.01], [0.03, -0.04, 0.05], [0.10, 0.00, 0.00], [-0.04, 0.02, -0.01], [0.01, -0.10, -0.09], [0.08, 0.21, 0.06], [-0.12, 0.02, -0.04], [0.57, 0.47, 0.29], [-0.01, 0.04, 0.07], [0.04, -0.12, 0.08], [0.03, 0.07, -0.01], [-0.05, 0.02, -0.03], [-0.02, -0.09, -0.06], [-0.18, -0.12, 0.03], [0.18, 0.07, -0.02], [0.01, -0.02, 0.01], [0.00, 0.09, -0.02], [-0.02, 0.04, 0.04], [-0.07, 0.17, 0.09], [0.02, -0.05, -0.03], [-0.11, -0.42, -0.17], [-0.05, 0.07, 0.03], [0.07, 0.05, -0.03]],
  "mulliken_charge": [0.273, 0.584, -0.161, -0.851, 0.352, -0.654, -0.525, 0.412, -0.116, 0.375, 0.383, 0.367, 0.247, 0.382, 0.220, 0.232, 0.354, -0.271, 0.067, 0.359, -1.271, -0.823, 0.319, 0.275, 0.213, 0.239, 0.684, 0.285, -0.323, 0.260, -0.283, 0.270, 0.136, -0.374, -0.959, -1.114, 0.320, 0.279, 0.153, -0.623, 0.069, -0.526, 0.369, 0.398]
}